(1)
57
Properties=species:S:1:pos:R:3:forces:R:3 method="wB97M-V/def2-TZVPD" homo_energy_ha=-0.282 smiles="Cc1cc(C)c2[nH]c(=O)c(CN(C[C@@H]3CCCO3)C(=S)NCc3ccco3)cc2c1" spin_multiplicity=1
C 0.54299 -1.26911 6.67868 0.0 0.0 0.0
C 0.80348 -1.44809 5.21510 0.0 0.1 0.0
C 0.52261 -0.45562 4.30417 0.1 -0.2 0.0
C 0.77352 -0.64345 2.93882 0.2 -0.5 0.1
C 1.31911 -1.86242 2.49880 -0.3 0.5 0.7
C 1.60975 -2.88412 3.41930 0.0 0.0 0.0
C 1.34570 -2.65372 4.75244 0.0 0.2 -0.3
H 1.56432 -3.43023 5.47148 0.0 -0.1 0.1
C 2.19140 -4.18652 2.95537 -0.1 0.1 0.0
H 3.15366 -4.03045 2.46691 0.1 -0.1 -0.1
H 2.34526 -4.85204 3.80010 0.0 -0.1 0.0
H 1.52268 -4.68156 2.25079 0.0 -0.1 -0.1
N 1.56017 -2.01671 1.15900 0.2 -0.4 -0.2
C 1.31056 -1.09055 0.18296 0.0 -0.1 0.2
O 1.58755 -1.35441 -0.98353 0.1 0.0 -0.2
C 0.74009 0.16720 0.64168 -0.1 0.4 0.3
C 0.50105 0.35820 1.96033 0.2 -0.1 -0.5
H 0.09845 1.30121 2.30452 -0.1 0.2 0.0
C 0.39866 1.20269 -0.39715 0.1 -0.1 0.0
N -0.93175 0.98373 -0.93801 0.2 -0.2 -0.1
C -1.15331 0.47839 -2.17924 0.0 0.0 -0.1
N -0.10101 -0.03865 -2.84602 0.3 0.0 0.2
H 0.65598 -0.45434 -2.30448 0.0 0.2 0.1
C -0.27830 -0.60275 -4.16615 -0.2 0.0 -0.5
C 1.04197 -0.93708 -4.77307 0.4 -0.3 0.8
C 2.16045 -1.51795 -4.25059 -0.5 0.3 -0.2
C 3.09678 -1.59228 -5.31172 -0.1 0.2 -0.6
C 2.47673 -1.05642 -6.39576 0.8 -0.4 0.2
O 1.23363 -0.65427 -6.07896 -0.5 0.2 -0.1
H 2.79620 -0.90958 -7.40826 -0.1 0.1 -0.2
H 4.08955 -1.99130 -5.26804 0.2 -0.1 -0.1
H 2.30355 -1.84432 -3.24127 0.0 -0.1 0.3
H -0.91591 -1.50105 -4.11885 0.1 0.2 -0.1
H -0.79525 0.12566 -4.79917 0.1 -0.2 0.1
S -2.66119 0.51272 -2.88504 -0.7 -0.1 -0.5
C -2.02976 1.43471 -0.11929 -0.2 0.3 0.0
H -1.98952 0.92841 0.85252 0.0 0.0 0.0
H -2.94523 1.13681 -0.63376 0.1 0.0 0.2
C -2.03429 2.97239 0.10650 -0.1 -0.2 0.3
C -3.46400 3.52069 0.12006 0.3 0.0 0.0
H -3.48222 4.48017 0.63893 0.0 0.0 0.1
C -3.73480 3.71227 -1.37333 0.1 0.0 -0.1
H -4.15784 2.80758 -1.80823 0.0 0.0 0.0
C -2.33513 3.96152 -1.95627 -0.2 0.2 -0.5
H -2.17951 5.00468 -2.24710 0.0 -0.1 0.0
O -1.38871 3.66775 -0.93537 0.2 0.0 0.2
H -2.15123 3.32116 -2.82509 0.0 0.1 0.1
H -4.41077 4.54144 -1.56837 0.0 0.0 0.0
H -4.16572 2.84261 0.59997 -0.1 0.0 0.1
H -1.48774 3.21392 1.02570 -0.1 0.0 -0.1
H 1.12813 1.17910 -1.20820 -0.1 0.1 0.1
H 0.41644 2.20048 0.04811 0.1 -0.1 0.0
H 1.96352 -2.88848 0.83738 -0.1 0.2 -0.1
H 0.10354 0.48475 4.63041 -0.1 0.1 0.1
H 1.46272 -1.40298 7.24627 0.0 0.0 0.1
H -0.17383 -2.01096 7.02833 -0.1 0.0 0.1
H 0.14682 -0.27883 6.88569 0.0 0.1 0.1

(2)
75
Properties=species:S:1:pos:R:3:forces:R:3 method="wB97M-V/def2-TZVPD" homo_energy_ha=-0.330 spin_multiplicity=1
C -2.54551 -1.55838 4.08213 -0.4 0.1 -1.6
C -1.58196 -1.79450 2.83224 1.1 -1.3 0.2
C -0.05040 -1.31845 3.10227 -1.2 0.3 0.9
C 0.21868 0.13255 2.49025 0.0 -0.4 1.0
C 1.48529 0.29949 1.52641 -2.1 -0.1 2.3
C 2.77218 -0.21194 2.36554 -0.1 -0.4 -0.9
C 4.09929 -0.42347 1.51641 1.5 -1.4 2.1
C 5.08093 -1.30744 2.46062 -0.6 0.1 -0.4
F 4.84394 0.74343 1.19647 -1.2 -0.9 0.1
C 1.21745 -0.44460 0.09517 0.4 2.3 -1.0
C -0.20094 -0.03014 -0.58314 -0.4 -1.1 -0.4
C -0.42573 -0.74941 -2.01214 -0.3 1.2 -0.5
P -1.87176 0.22392 -2.78964 -2.5 -0.1 3.4
O -2.99521 0.17064 -1.72600 2.4 0.1 -2.8
O -1.47446 1.87237 -2.95165 -0.4 -3.0 -1.5
C -1.04240 2.19937 -4.30305 1.3 0.2 -0.8
C 0.37468 1.49528 -4.62876 -1.0 1.1 -0.4
O -2.28412 -0.54048 -4.24214 0.2 1.5 2.3
C -3.71924 -0.61877 -4.43732 -1.9 0.1 -1.9
C -4.34929 0.75703 -4.99753 -0.4 -0.8 -0.1
C 1.54565 -2.02217 0.03040 -0.2 0.0 0.9
Br 2.47496 -2.53003 -1.69309 -0.1 0.6 0.8
C 0.29285 -2.98678 0.26106 0.1 -1.6 -0.3
C 0.14073 -4.17916 -0.82823 -1.2 -0.2 1.2
N 2.09543 0.44198 -0.77628 1.4 0.6 1.1
C 2.31232 1.76989 -0.21616 0.2 0.6 -1.5
O 3.03251 2.58455 -0.80007 -2.0 -2.1 1.8
C 1.54135 1.89491 1.21874 1.0 -0.2 -2.2
I 2.92842 3.18942 2.28279 0.0 -0.5 0.3
C 0.20132 2.75690 1.20049 -0.8 0.3 0.3
Br 0.35441 4.29848 -0.09051 0.0 -1.7 -0.5
C -0.25271 3.40995 2.61209 -2.2 -0.9 0.0
C -1.85327 3.16321 2.77409 0.9 1.4 -0.8
Br -0.09941 5.42112 2.63933 0.1 -1.1 1.4
H -3.46423 -2.22543 3.91620 1.3 1.0 0.5
H -2.91490 -0.48098 4.02599 0.5 -1.3 0.6
H -2.03093 -1.81686 5.05592 -0.7 0.4 -1.1
H -1.97667 -1.35948 1.85116 0.3 -0.4 1.5
H -1.50003 -2.92754 2.65030 -0.3 1.5 0.3
H 0.67517 -2.13030 2.80378 -0.8 1.1 0.1
H 0.01722 -1.23802 4.24708 0.2 -0.2 -1.6
H -0.78208 0.42316 2.01198 1.8 -0.1 0.5
H 0.40640 0.82939 3.38546 -0.4 -0.9 -1.3
H 2.94046 0.42546 3.30457 -0.1 -0.6 -1.7
H 2.59254 -1.25928 2.80575 -0.1 1.5 -0.9
H 3.98849 -1.04024 0.57492 -0.2 1.0 0.9
H 4.52561 -2.25369 2.79761 0.8 1.3 -0.5
H 5.37448 -0.72278 3.40038 -0.3 -0.8 -1.5
H 5.97655 -1.62169 1.83747 -1.0 0.5 1.0
H -1.09093 -0.33969 0.05170 1.1 0.7 -0.8
H -0.21748 1.08422 -0.85487 0.1 -1.6 1.0
H -0.81946 -1.80345 -1.89871 0.6 1.2 -0.4
H 0.45877 -0.64098 -2.71029 -0.8 -0.5 1.1
H -1.79077 1.84476 -5.07565 0.7 0.6 1.0
H -0.95640 3.33537 -4.34867 -0.1 -1.6 0.2
H 0.98625 1.44675 -3.67571 -0.6 0.0 -1.2
H 0.17467 0.47536 -5.09800 0.5 1.3 0.8
H 0.88008 2.18228 -5.39629 -0.5 -1.2 1.1
H -3.87892 -1.37613 -5.28548 0.6 1.0 1.3
H -4.29823 -1.02129 -3.55137 1.1 0.8 -0.8
H -4.56973 1.50831 -4.17933 0.6 -0.8 -1.0
H -5.36015 0.52095 -5.49033 1.4 0.2 0.8
H -3.69699 1.16765 -5.83929 -0.8 -0.4 1.3
H 2.32186 -2.33246 0.81394 -1.1 0.8 -1.3
H 0.45109 -3.54960 1.24987 -0.2 1.0 -1.3
H -0.71570 -2.48709 0.34950 1.4 -0.2 -0.2
H -0.14087 -3.80812 -1.85776 0.7 -0.5 1.1
H 1.01420 -4.90190 -0.80836 -1.0 1.2 -0.3
H -0.76452 -4.78464 -0.45594 1.2 0.8 -0.6
H 3.05800 0.12580 -0.93579 -0.6 -0.3 -0.4
H -0.72611 2.19485 0.82948 1.7 0.7 0.4
H 0.20098 2.93289 3.53028 0.1 1.0 -1.3
H -2.12039 2.06395 2.81647 0.3 1.3 0.0
H -2.31938 3.68556 1.86388 0.4 -1.0 1.3
H -2.17395 3.76620 3.67737 0.2 -1.1 -0.9

(3)
18
Properties=species:S:1:pos:R:3:forces:R:3 method="wB97M-V/def2-TZVPD" homo_energy_ha=-0.347 smiles="C/C=C/CC.O" spin_multiplicity=1
C -1.18195 2.03803 1.04885 -0.3 -0.4 0.0
C -0.99618 0.52081 0.96380 0.3 0.3 -0.1
C -0.26214 0.08413 -0.27087 0.1 0.0 -0.3
C -0.25396 -1.14090 -0.78296 -0.3 0.3 0.0
C 0.47903 -1.52510 -2.04132 0.0 -0.4 0.3
H -1.87368 2.40493 0.29723 0.0 0.0 -0.3
H -0.23720 2.55289 0.92624 0.2 0.2 0.1
H -1.61646 2.29235 2.00988 0.1 0.2 0.2
H -1.96580 0.03549 0.96038 -0.2 -0.2 0.3
H -0.42449 0.20441 1.84050 -0.2 -0.1 0.1
H 0.30323 0.85539 -0.78956 0.1 0.1 -0.1
H -0.86432 -1.88152 -0.26741 0.2 -0.2 -0.1
H 0.45926 -0.72356 -2.77627 0.1 0.1 0.0
H 0.03241 -2.40849 -2.50004 0.0 0.1 0.0
H 1.52043 -1.78078 -1.81882 0.0 0.0 -0.1
H 2.12794 -1.26085 0.97362 0.3 0.3 0.4
H 2.19600 0.22164 0.84123 0.1 0.1 0.2
O 2.55787 -0.48885 1.38554 -0.4 -0.4 -0.5

(4)
65
Properties=species:S:1:pos:R:3:forces:R:3 method="wB97M-V/def2-TZVPD" charge=+3 homo_energy_ha="-0.621 / -0.622" spin_multiplicity=8
Gd -0.20295 0.31362 -0.08700 -1.1 -1.0 1.9
P -1.71544 2.23750 0.98315 -1.4 1.7 0.2
P -1.99145 -1.69900 2.03706 -0.5 -0.1 -0.1
P 2.12109 1.83348 -0.30278 1.0 0.8 -0.6
H -0.61950 -4.68763 -0.77768 0.3 -0.7 -0.3
C 0.40282 -4.38175 -1.00360 -0.3 0.6 1.2
C 1.08251 -3.83996 0.02080 -0.4 0.5 -0.6
H 0.72631 -3.85345 1.05980 0.0 0.0 -0.6
C -2.91781 2.45707 -0.38921 0.3 -0.2 0.1
C -2.73543 2.27069 2.47852 0.1 -0.4 0.2
C -0.81784 3.81288 1.15040 0.3 -0.2 -0.1
C -1.93887 -3.47785 2.51985 0.3 0.0 -0.4
C -2.46812 -1.04329 3.69122 0.2 0.3 -0.2
C -3.58136 -1.55256 1.12136 0.2 -0.1 0.0
C 3.70687 1.01266 -0.67449 0.1 -0.5 0.0
C 2.63597 3.04173 0.94809 -0.4 -0.1 0.5
C 1.76563 2.85737 -1.78370 -0.3 -0.1 0.1
H 0.74810 -4.46442 -2.03443 0.0 0.2 0.3
H 1.97192 -3.24089 -0.14389 0.5 -0.6 0.1
H -3.53237 3.34563 -0.18467 0.1 -0.3 -0.3
H -3.54795 1.55282 -0.45016 0.1 0.4 0.0
H -2.37082 2.57101 -1.34050 -0.3 0.2 0.2
H -3.14404 3.28514 2.59633 0.0 -0.3 0.0
H -2.09104 2.02850 3.33780 -0.4 0.2 -0.2
H -3.54260 1.53012 2.39336 0.2 0.3 0.2
H -1.52709 4.59810 1.44214 0.2 -0.1 -0.2
H -0.30306 4.07221 0.21461 -0.2 0.1 0.3
H -0.07070 3.67841 1.94658 -0.4 0.2 -0.2
H -2.90421 -3.94105 2.28418 0.2 0.0 0.1
H -1.76711 -3.54797 3.60256 0.0 -0.1 -0.4
H -1.13867 -3.99743 1.97856 -0.4 0.0 0.2
H -3.39810 -1.53424 4.00704 0.2 0.1 0.0
H -2.62579 0.03956 3.65708 0.0 -0.4 0.2
H -1.67586 -1.28132 4.41421 -0.3 0.1 -0.1
H -4.32816 -2.22245 1.57579 0.0 0.4 -0.3
H -3.38587 -1.84366 0.07440 -0.4 0.0 0.4
H -3.92293 -0.50330 1.14749 0.0 -0.4 0.0
H 4.17472 1.47725 -1.55354 -0.1 -0.1 0.2
H 3.57048 -0.05889 -0.87043 0.2 0.3 0.0
H 4.37341 1.13225 0.19269 -0.2 -0.1 -0.3
H 3.17201 3.86482 0.46403 0.0 -0.1 0.1
H 3.29212 2.53012 1.66227 -0.1 0.2 -0.1
H 1.76463 3.42774 1.48644 0.4 0.1 -0.1
H 2.69575 3.35795 -2.09326 -0.4 -0.1 0.0
H 1.00827 3.61540 -1.52371 0.3 -0.2 -0.2
H 1.37422 2.22604 -2.59654 0.3 0.3 0.1
C 1.34458 -1.04408 -3.65212 0.6 -0.4 -2.3
C 0.87017 -0.28881 -4.72353 0.0 -0.1 0.3
C 1.06091 -0.73159 -6.01680 0.0 -0.2 0.1
C 1.72893 -1.92988 -6.23752 0.5 -0.5 0.1
C 2.31009 -2.64550 -5.17799 0.2 0.4 -0.1
C 2.15522 -2.16639 -3.88003 -0.5 -0.4 0.4
S 0.86324 -0.68827 -2.06581 -1.0 0.7 -0.2
H -0.26068 0.24857 -2.19666 1.6 -1.5 -1.6
H 0.35468 0.62843 -4.50887 -0.4 0.3 -0.2
H 0.66067 -0.16195 -6.84291 0.0 0.0 0.0
H 1.84821 -2.30999 -7.24778 -0.1 0.1 0.1
H 2.91332 -3.55131 -5.36301 -0.5 0.6 0.1
H 2.57867 -2.69931 -3.03144 0.0 -0.1 -0.2
C 0.94859 0.03522 4.52552 0.0 0.2 1.1
C 0.68735 0.17660 3.13933 0.2 -0.6 -3.4
N 0.55932 0.13061 1.97469 1.0 0.4 4.5
H 1.13098 -1.03089 4.73666 0.0 0.3 0.0
H 0.08851 0.39826 5.10771 0.3 -0.2 0.0
H 1.83554 0.63138 4.78234 -0.2 -0.2 0.1

(5)
113
Properties=species:S:1:pos:R:3:forces:R:3 method="wB97M-V/def2-TZVPD" charge=-1 homo_energy_ha=-0.119 spin_multiplicity=1
Cd 0.76319 1.72577 -0.74380 -0.3 0.5 0.7
C -3.57042 5.08073 -1.09530 0.1 0.2 0.2
N -2.99540 3.80915 -1.46773 -0.1 -0.1 -0.1
C -3.63306 3.12357 -2.57267 0.1 -0.2 0.0
C -1.82096 3.32157 -0.98678 -0.2 0.5 0.2
O -1.38155 2.26151 -1.38236 -0.1 -0.2 -0.2
C -1.15284 4.21131 0.06943 0.1 0.2 -0.2
O 0.01501 3.64596 0.61054 -0.2 -0.1 0.2
C 0.10839 3.58851 2.00849 0.1 0.0 0.0
C 0.68565 2.23708 2.44937 0.0 0.3 0.1
O 1.19514 1.45730 1.67419 0.1 -0.1 -0.2
N 0.60777 1.96853 3.77791 0.0 -0.1 0.2
C 0.16934 2.89479 4.79394 -0.1 0.1 -0.1
C 0.95777 0.64250 4.23673 0.0 -0.1 -0.2
H -4.55412 5.16417 -1.55935 0.1 0.0 0.1
H -2.95708 5.92083 -1.43390 0.0 0.0 0.0
H -3.70665 5.14759 -0.01255 0.0 0.1 -0.1
H -3.62470 3.75862 -3.45920 0.0 0.0 -0.1
H -4.66258 2.86379 -2.31752 0.0 0.0 0.0
H -3.06893 2.21737 -2.77144 -0.1 0.0 -0.1
H -1.88611 4.42507 0.85979 0.1 0.0 -0.1
H -0.88016 5.15171 -0.43515 -0.1 -0.1 0.1
H -0.87569 3.71827 2.46856 0.0 0.0 0.1
H 0.77735 4.39283 2.36086 -0.2 -0.2 0.0
H 0.43733 3.91483 4.53056 0.0 0.1 0.0
H 0.67684 2.64497 5.72726 0.0 0.1 0.0
H -0.91112 2.83973 4.96029 0.0 0.0 0.0
H 1.17992 0.03648 3.36123 0.0 0.0 0.1
H 0.11850 0.20067 4.78274 0.0 0.0 0.0
H 1.83567 0.67811 4.88443 0.0 0.0 0.0
C -3.10833 -4.50465 2.71942 0.0 0.1 -0.2
C -3.05683 -4.11302 1.23402 -0.1 -0.2 -0.1
C -2.15504 -5.12871 0.52857 -0.1 0.3 0.1
C -4.46146 -4.22172 0.62702 0.1 0.0 0.1
C -2.55945 -2.67852 1.11910 0.8 -0.4 -0.5
C -1.48451 -2.29395 0.36598 -0.5 -0.6 0.3
C -1.01853 -0.95247 0.34569 0.2 0.3 0.1
N 0.03894 -0.52833 -0.34189 0.0 -0.2 0.0
C 0.99859 -1.27992 -0.88196 -0.1 0.2 -0.2
C 1.37562 -2.57609 -0.45492 0.4 -0.7 -0.1
C 2.34358 -3.29384 -1.10271 -0.7 -0.1 0.7
C 3.00979 -2.68354 -2.19306 -0.1 0.7 -0.4
C 2.75603 -1.41474 -2.62916 0.6 -0.4 -0.2
C 1.70262 -0.65206 -2.00112 -0.4 0.3 0.0
O 1.33386 0.47269 -2.42307 0.4 -1.0 -0.5
C 3.59270 -0.74055 -3.70658 0.1 0.1 -0.2
C 2.69439 -0.30146 -4.86991 0.0 0.0 0.1
C 4.68859 -1.65411 -4.26633 -0.3 0.1 0.2
C 4.26615 0.48687 -3.08306 -0.1 0.0 0.0
C 2.75266 -4.70815 -0.70589 0.0 -0.1 0.1
C 4.22287 -4.71339 -0.26532 -0.2 0.0 0.0
C 2.55950 -5.63651 -1.91531 0.0 0.1 0.1
C 1.91049 -5.25980 0.44678 0.1 0.1 -0.2
C -1.77826 0.07804 1.05859 0.5 0.6 -0.2
O -1.39729 1.26472 1.06887 -0.3 -0.5 0.0
C -2.96760 -0.35488 1.76936 -0.7 -0.3 0.3
C -3.27971 -1.68013 1.81655 0.1 0.8 0.1
C -3.85120 0.71285 2.40720 0.0 0.1 0.1
C -5.08557 0.14274 3.11643 0.3 0.1 -0.2
C -3.02098 1.49602 3.43416 0.0 0.0 -0.1
C -4.33635 1.65565 1.29438 0.1 -0.1 0.0
H -3.43498 -5.53749 2.82691 -0.1 -0.1 0.0
H -3.79645 -3.87668 3.27840 -0.1 0.1 0.1
H -2.12088 -4.40835 3.16555 0.1 0.0 0.1
H -2.55020 -6.13236 0.68873 0.0 0.0 0.0
H -1.14879 -5.09248 0.93822 0.1 0.0 0.0
H -2.11290 -4.94791 -0.54280 0.1 0.0 -0.1
H -4.80781 -5.25291 0.67189 -0.1 -0.1 0.0
H -4.44668 -3.90407 -0.41317 0.0 0.0 -0.1
H -5.17273 -3.59912 1.16292 -0.1 0.1 0.0
H -0.99953 -2.99369 -0.29395 0.1 -0.2 0.0
H 0.92426 -2.94819 0.44961 0.0 -0.1 0.1
H 3.79129 -3.25062 -2.67308 0.1 0.0 -0.1
H 2.18346 -1.16068 -5.30360 0.0 -0.1 -0.1
H 3.29737 0.17471 -5.64145 0.1 0.0 -0.1
H 1.95110 0.40737 -4.51856 0.0 0.0 -0.1
H 4.26633 -2.54579 -4.72682 0.0 -0.2 -0.1
H 5.38723 -1.95091 -3.48726 0.1 -0.1 0.1
H 5.24836 -1.11485 -5.02830 0.0 0.1 0.0
H 3.51607 1.16995 -2.69927 0.1 0.1 0.1
H 4.86861 1.01223 -3.82145 0.1 0.0 -0.1
H 4.90946 0.18732 -2.25836 0.1 0.0 0.1
H 4.87922 -4.40851 -1.07432 0.1 0.1 -0.1
H 4.52723 -5.70664 0.06270 0.0 -0.1 0.0
H 4.35975 -4.02019 0.56089 0.1 0.1 0.1
H 3.20200 -5.34803 -2.74197 0.1 0.0 -0.1
H 1.52747 -5.59323 -2.25856 -0.1 0.0 0.0
H 2.79039 -6.66701 -1.64958 0.1 -0.1 0.0
H 2.01497 -4.63862 1.33194 0.0 0.1 0.2
H 2.23765 -6.26870 0.69771 0.0 -0.1 0.0
H 0.86251 -5.30572 0.16435 -0.2 0.0 0.0
H -4.15059 -1.99555 2.36729 -0.2 0.0 0.1
H -4.80142 -0.52164 3.92959 0.0 -0.1 0.1
H -5.72039 -0.40128 2.41989 -0.1 -0.1 0.0
H -5.66693 0.96295 3.53631 0.0 0.1 0.0
H -2.70596 0.83406 4.23971 0.0 -0.1 0.2
H -3.59760 2.31942 3.85710 -0.1 0.0 0.1
H -2.13854 1.88490 2.93801 0.0 0.1 0.1
H -4.97697 1.11408 0.60055 -0.1 -0.1 -0.1
H -3.48955 2.04719 0.74027 0.0 0.1 0.0
H -4.90380 2.48716 1.71152 -0.1 0.1 0.1
Br 4.09365 7.65486 -2.86948 0.0 0.0 0.0
C 3.71368 5.95314 -2.12156 0.6 0.1 0.2
C 4.69379 5.23903 -1.45562 0.0 0.6 -0.3
Br 6.44986 5.94348 -1.30745 0.0 0.0 0.0
C 4.37728 4.00231 -0.89872 0.0 -0.4 0.1
Br 5.66680 3.02426 0.09260 0.0 -0.1 0.0
C 3.12037 3.40337 -1.01384 0.3 0.7 -0.3
O 2.85170 2.26240 -0.50542 0.1 -0.6 0.3
C 2.09558 4.13759 -1.74529 0.7 0.5 -0.1
O 0.93495 3.63801 -1.91103 -0.6 -0.3 -0.1
C 2.44222 5.39980 -2.23108 -0.4 0.0 -0.1
Br 1.02631 6.34927 -3.07108 -0.1 0.1 -0.1